# 1
C2H6N2S | ωB97M-V/def2-TZVPD

Calculated values
ΔE to the lowest compared entry with this formula, charge and spin   97.0 kcal per mole
Lowest unoccupied orbital energy   0.224 eV
Kohn-Sham gap   0.331 hartree
SMILES   C/N=C\NS

Cartesian coordinates (Å):
C 1.773 -0.978 -0.306
N 1.867 0.300 0.508
C 0.741 0.983 0.012
N -0.547 0.773 -0.425
S -1.710 -0.407 0.060
H 0.980 -1.623 0.257
H 1.187 -0.809 -1.344
H 2.734 -1.546 -0.167
H 0.687 2.159 0.224
H -1.184 1.675 -0.212
H -1.371 -0.882 1.468

Cartesian forces (eV/Å) of the 3 atoms listed first:
-2.495 -1.331 1.512
-5.570 1.798 -5.182
4.038 2.888 5.001



# 2
C2H6N2S | ωB97M-V/def2-TZVPD

Calculated values
ΔE to the lowest compared entry with this formula, charge and spin   124.6 kcal per mole
Lowest unoccupied orbital energy   0.826 eV
Kohn-Sham gap   0.348 hartree

Cartesian coordinates (Å):
C -1.602 -0.282 0.517
C 0.597 0.312 -0.001
H -2.699 0.297 0.987
H -1.274 -0.262 -0.950
H -1.491 -1.443 1.001
H 1.593 0.665 -0.106
H 1.726 0.545 -2.246
H 0.564 -0.343 -2.893
N 0.376 -0.449 -1.010
N 1.276 -0.359 -2.205
S -0.247 0.376 1.476

Cartesian forces (eV/Å) of the 3 atoms listed first:
-4.006 -2.016 1.298
3.386 -1.283 -1.350
3.269 -2.085 -1.600



# 3
C2H6N2S2 | ωB97M-V/def2-TZVPD

Calculated values
ΔE to the lowest compared entry with this formula, charge and spin   17.6 kcal per mole
Lowest unoccupied orbital energy   0.666 eV
Kohn-Sham gap   0.332 hartree
SMILES   C/C(=N/S)NS

Cartesian coordinates (Å):
C -0.120 -0.854 1.851
C -0.371 -0.241 0.499
N -1.555 -0.309 0.026
S -1.753 0.408 -1.506
N 0.732 0.253 -0.156
S 2.306 0.104 0.381
H -1.097 -1.255 2.186
H 0.602 -1.624 1.773
H 0.291 -0.197 2.621
H -3.007 -0.105 -1.738
H 0.610 0.636 -1.086
H 2.450 1.312 1.038

Cartesian forces (eV/Å) of the 3 atoms listed first:
-1.438 0.321 0.357
0.104 -0.620 0.833
0.149 0.406 -0.084



# 4
C2H6N2Si | ωB97M-V/def2-TZVPD

Calculated values
ΔE to the lowest compared entry with this formula, charge and spin   79.3 kcal per mole
Lowest unoccupied orbital energy (alpha / beta)   1.019 / -1.809 eV
Kohn-Sham gap (alpha / beta)   0.261 / 0.261 hartree
2S+1   3

Cartesian coordinates (Å):
C -1.630 -0.244 0.071
C -0.937 -1.106 -0.638
N -0.532 0.682 0.072
N 0.132 -0.270 -0.902
Si 1.701 0.603 1.498
H -2.574 -0.062 0.604
H -1.245 -2.071 -0.962
H -0.511 1.610 -0.349
H 1.014 -0.465 -0.677
H 1.986 1.841 0.489
H 2.595 -0.517 0.793

Cartesian forces (eV/Å) of the 3 atoms listed first:
-0.994 1.994 1.235
-1.474 -1.861 -0.204
1.690 -0.470 -0.717



# 5
C2H6N3 | ωB97M-V/def2-TZVPD

Calculated values
ΔE to the lowest compared entry with this formula, charge and spin   20.0 kcal per mole
Lowest unoccupied orbital energy   -4.314 eV
Kohn-Sham gap   0.422 hartree
SMILES   C=NC(N)=[NH2+]
Charge   +1

Cartesian coordinates (Å):
C 1.948 0.108 0.231
N 0.950 0.013 -0.534
C -0.305 -0.026 -0.138
N -0.970 -1.224 0.037
N -1.106 1.070 -0.010
H 2.039 0.359 1.335
H 2.834 0.159 -0.411
H -0.418 -2.018 -0.381
H -2.043 -1.301 0.001
H -0.886 2.020 -0.425
H -2.042 0.841 0.294

Cartesian forces (eV/Å) of the 3 atoms listed first:
1.670 1.359 -0.548
0.075 -0.347 0.503
-5.137 -0.043 0.471



# 6
C2H6N3 | ωB97M-V/def2-TZVPD

Calculated values
ΔE to the lowest compared entry with this formula, charge and spin   88.7 kcal per mole
Lowest unoccupied orbital energy (alpha / beta)   -4.669 / -4.670 eV
Kohn-Sham gap (alpha / beta)   0.352 / 0.352 hartree
Charge   +1

Cartesian coordinates (Å):
C -0.859 1.326 -0.350
C -0.189 -1.207 -0.140
N 1.303 1.276 0.666
N 0.244 1.492 0.252
N 0.934 -1.069 0.407
H -1.732 1.513 0.173
H -0.943 1.587 -1.431
H -0.400 -1.220 -1.177
H -1.032 -1.370 0.366
H 1.708 -1.451 -0.161
H 0.965 -0.878 1.395

Cartesian forces (eV/Å) of the 3 atoms listed first:
-1.262 -0.164 -2.865
-0.746 1.096 -2.130
-3.161 1.739 -0.933